Formula: C2H4IPS
Source: the OMol25 dataset
Level of theory: ωB97M-V/def2-TZVPD

The geometry in ORCA input format:
```
! RIJCOSX wB97M-V def2-TZVPD def2/J DEFGRID3
* xyz 0 1
C -0.84291 -1.02740 -0.66178
C 0.26365 1.22503 0.01054
P 0.23250 0.07062 -1.35073
S 1.59289 0.78640 1.30632
I -1.11289 -2.87634 -1.53760
H -1.28389 -1.00353 0.32580
H 0.43077 2.30219 -0.24565
H -0.76054 1.01959 0.50386
H 1.48041 -0.49657 1.64924
*
```

The calculation puts the electronic energy at -30361.65079 eV. The value obtained for the LUMO energy is -0.4 eV. The value obtained for the HOMO-LUMO gap is 0.3063 Eh. The value obtained for the HOMO energy is -8.7647 eV. The value obtained for the energy relative to the best compared isomer or geometry (same formula, charge and spin) is 147.8 kJ/mol.

=====

Formula: C2H4LiO2Pm
Source: the OMol25 dataset
Level of theory: ωB97M-V/def2-TZVPD

The geometry in ORCA input format:
```
! RIJCOSX wB97M-V def2-TZVPD def2/J DEFGRID3
* xyz 2 5
O -0.11791 -3.30783 1.01566
C 0.87309 1.18624 -0.28677
C -0.50441 1.55363 -0.61087
O -0.24095 0.77490 0.57303
Li -0.10109 -4.80917 0.22162
Pm -0.99242 -1.34185 1.49917
H 1.45157 0.38430 -0.74532
H 1.51112 1.96530 0.13215
H -1.01965 1.03658 -1.42145
H -0.85935 2.55790 -0.37722
*
```

The calculation puts the electronic energy at -22975.64275 eV. The value obtained for the LUMO energy (alpha / beta) is -9.8 / -9.2 eV. The value obtained for the HOMO-LUMO gap (alpha / beta) is 0.2924 / 0.3247 Eh. Its expectation value of S² is 6.033. The value obtained for the HOMO energy (alpha / beta) is -17.8052 / -18.0158 eV.

=====

Formula: C2H4LiOPb
Source: the OMol25 dataset
Level of theory: ωB97M-V/def2-TZVPD

The geometry in ORCA input format:
```
! RIJCOSX wB97M-V def2-TZVPD def2/J DEFGRID3
* xyz 0 2
O -0.40711 -0.30542 0.66135
Li -0.85863 -2.02869 0.11744
C -0.78037 0.59194 -0.27159
C 0.15260 1.00217 -1.25792
H -1.41051 1.35401 0.21087
H 0.34393 0.19829 -1.98416
H -0.13173 1.89913 -1.81707
Pb 1.38067 -0.51635 1.78862
H 1.52753 0.80599 -0.19933
*
```

The calculation puts the electronic energy at -9634.43338 eV. The value obtained for the LUMO energy (alpha / beta) is -0.9 / -1.0 eV. The value obtained for the HOMO-LUMO gap (alpha / beta) is 0.1705 / 0.1858 Eh. Its expectation value of S² is 0.780. The value obtained for the HOMO energy (alpha / beta) is -5.5338 / -6.1014 eV.

=====

Formula: C2H4LiOPb
Source: the OMol25 dataset
Level of theory: ωB97M-V/def2-TZVPD

The geometry in ORCA input format:
```
! RIJCOSX wB97M-V def2-TZVPD def2/J DEFGRID3
* xyz 1 1
O 2.76455 -0.11188 -0.25694
Li 4.34452 -0.25613 0.34489
Pb 1.00872 0.47609 -0.65078
C -1.41407 0.65163 0.19688
C -1.23507 -0.66868 -0.01316
H -1.85546 1.28980 -0.57472
H -1.20280 1.10433 1.17026
H -0.85242 -1.36486 0.73902
H -1.55798 -1.12030 -0.95546
*
```

The calculation puts the electronic energy at -9631.19062 eV. The value obtained for the LUMO energy is -4.7 eV. The value obtained for the HOMO-LUMO gap is 0.2906 Eh. The value obtained for the HOMO energy is -12.6220 eV. The value obtained for the energy relative to the best compared isomer or geometry (same formula, charge and spin) is 9.2 kJ/mol.

=====

Formula: C2H4LiORb
Source: the OMol25 dataset
Level of theory: ωB97M-V/def2-TZVPD

The geometry in ORCA input format:
```
! RIJCOSX wB97M-V def2-TZVPD def2/J DEFGRID3
* xyz 1 2
O -0.88652 -0.00049 -0.44825
Rb -2.00432 -3.13511 -0.84878
C -0.06815 0.75884 0.15580
C 1.22388 0.16005 0.53210
H -0.29695 1.82540 0.18219
H 1.51026 -0.66285 -0.11943
H 1.71361 -0.00356 1.48751
Li -2.41807 -0.23896 -1.61079
H 1.22625 1.29667 0.66965
*
```

The calculation puts the electronic energy at -5036.22482 eV. The value obtained for the LUMO energy (alpha / beta) is -5.1 / -5.2 eV. The value obtained for the HOMO-LUMO gap (alpha / beta) is 0.0879 / 0.2361 Eh. Its expectation value of S² is 0.755. The value obtained for the HOMO energy (alpha / beta) is -7.4859 / -11.5871 eV.

=====

Formula: C2H4N
Source: the OMol25 dataset
Level of theory: ωB97M-V/def2-TZVPD

The geometry in ORCA input format:
```
! RIJCOSX wB97M-V def2-TZVPD def2/J DEFGRID3
* xyz 1 1
C -0.93787 0.54338 -1.38451
C -0.27466 0.20522 -0.38018
N 0.44587 -0.35966 0.72449
H -1.25572 1.04753 -2.25184
H -0.05496 -1.15976 1.26781
H 0.65911 0.24579 1.47278
H 1.41822 -0.52249 0.55145
*
```

The calculation puts the electronic energy at -3618.23216 eV. The value obtained for the LUMO energy is -4.7 eV. Its SMILES is C#C[NH3+]. The value obtained for the HOMO-LUMO gap is 0.4256 Eh. The value obtained for the HOMO energy is -16.2805 eV. The value obtained for the energy relative to the best compared isomer or geometry (same formula, charge and spin) is 124.9 kJ/mol.

=====

Formula: C2H4N2
Source: the OMol25 dataset
Level of theory: ωB97M-V/def2-TZVPD

The geometry in ORCA input format:
```
! RIJCOSX wB97M-V def2-TZVPD def2/J DEFGRID3
* xyz 0 1
C 2.03960 -0.00398 0.04452
C -1.37820 0.07258 -0.06494
N 3.28785 0.19049 -0.13576
N 0.92150 -0.25289 -0.17760
H 3.91830 0.06847 0.58698
H -1.50859 -0.22220 -1.11344
H -1.09014 1.09444 0.03084
H -1.41065 -0.56071 0.76499
*
```

The calculation puts the electronic energy at -5114.33363 eV. The value obtained for the LUMO energy (alpha / beta) is -0.6 / -2.3 eV. The value obtained for the HOMO-LUMO gap (alpha / beta) is 0.3227 / 0.2075 Eh. The value obtained for the HOMO energy (alpha / beta) is -9.4064 / -7.9460 eV. The value obtained for the energy relative to the best compared isomer or geometry (same formula, charge and spin) is 446.4 kJ/mol.

=====

Formula: C2H4N2
Source: the OMol25 dataset
Level of theory: ωB97M-V/def2-TZVPD

The geometry in ORCA input format:
```
! RIJCOSX wB97M-V def2-TZVPD def2/J DEFGRID3
* xyz 0 1
C -1.77645 1.79263 -1.16520
C -0.28128 -0.00134 0.01622
N 0.59803 -0.51879 0.53800
N 1.32989 -1.37717 1.33138
H -1.12658 1.72400 -2.08571
H -2.69999 1.09755 -1.23958
H 1.97739 -0.81972 1.95476
H 1.97900 -1.89715 0.65013
*
```

The calculation puts the electronic energy at -5111.87764 eV. The value obtained for the LUMO energy is 0.4 eV. The value obtained for the HOMO-LUMO gap is 0.3177 Eh. The value obtained for the HOMO energy is -8.2763 eV. The value obtained for the energy relative to the best compared isomer or geometry (same formula, charge and spin) is 683.4 kJ/mol.

=====

Formula: C2H4N2
Source: the OMol25 dataset
Level of theory: ωB97M-V/def2-TZVPD

The geometry in ORCA input format:
```
! RIJCOSX wB97M-V def2-TZVPD def2/J DEFGRID3
* xyz 0 1
C 1.68654 0.05855 -0.02389
N 0.58019 -0.50083 -0.07892
N -0.48475 0.37715 -0.15142
C -1.56660 -0.12219 -0.06981
H 1.37391 1.25577 0.23889
H 2.57972 -0.40641 -0.18761
H -1.79634 -1.24288 0.21327
H -2.37267 0.58083 0.05949
*
```

The calculation puts the electronic energy at -5115.65773 eV. The value obtained for the LUMO energy is 0.9 eV. Its SMILES is C=NN=C. The value obtained for the HOMO-LUMO gap is 0.3767 Eh. The value obtained for the HOMO energy is -9.3732 eV. The value obtained for the energy relative to the best compared isomer or geometry (same formula, charge and spin) is 318.6 kJ/mol.

=====

Formula: C2H4N2
Source: the OMol25 dataset
Level of theory: ωB97M-V/def2-TZVPD

The geometry in ORCA input format:
```
! RIJCOSX wB97M-V def2-TZVPD def2/J DEFGRID3
* xyz 0 1
C 0.25040 0.61502 -0.05152
C 0.11178 -0.84109 0.51643
N -0.98720 1.47324 -1.92994
N -0.37597 1.09828 -1.03544
H 0.79077 1.32833 0.54852
H 0.72395 -1.72584 -0.01885
H -0.96856 -1.21069 0.46465
H 0.45483 -0.73727 1.50616
*
```

The calculation puts the electronic energy at -5116.66560 eV. The value obtained for the LUMO energy is 0.8 eV. The value obtained for the HOMO-LUMO gap is 0.3353 Eh. The value obtained for the HOMO energy is -8.2824 eV. The value obtained for the energy relative to the best compared isomer or geometry (same formula, charge and spin) is 221.4 kJ/mol.

=====

> Which value of electronic energy does entry 2 give?

-22975.64275 eV

=====

> The highest electronic energy belongs to which entry?

C2H4N

=====

> What is the electronic energy in the second record?

-22975.64275 eV

=====

> Which formula does entry 10 have?

C2H4N2